Computed, not measured: C11H12Cl5F5N2OSScTe as an isolated structure, with wB97M-V/def2-TZVPD.

XYZ file:
```
39
Properties=species:S:1:pos:R:3
Sc 0.567 -0.808 -0.445
Cl 1.202 -3.984 0.698
C 0.402 -2.964 1.860
C 0.246 -1.640 1.501
C -0.358 -0.801 2.410
Cl -0.496 0.875 1.899
C -0.836 -1.224 3.641
Cl -1.595 -0.132 4.719
C -0.670 -2.575 3.970
Cl -1.231 -3.148 5.480
C -0.040 -3.458 3.081
Cl 0.182 -5.103 3.495
C 1.580 5.429 0.925
C 0.774 4.147 0.816
N 1.604 2.984 0.467
C 1.693 2.274 -0.644
S 2.540 0.741 -0.528
N 1.206 2.610 -1.831
C 0.733 3.902 -2.351
C -0.774 3.935 -2.529
H 0.930 6.249 1.229
H 2.048 5.694 -0.024
H 2.367 5.331 1.672
H -0.036 4.231 0.099
H 0.313 3.904 1.774
H 2.100 2.565 1.240
H 1.361 1.900 -2.532
H 1.232 4.040 -3.311
H 1.092 4.696 -1.704
H -1.101 3.144 -3.205
H -1.076 4.890 -2.959
H -1.298 3.802 -1.582
F -0.662 -2.379 -1.505
Te -1.529 -0.945 -2.493
F -3.218 -1.597 -2.272
F -1.985 0.441 -3.601
F 0.370 -0.538 -2.713
F -1.321 -2.022 -3.950
O -1.347 -0.009 -0.952
```

As for the orbital gap: 0.258 hartree. Its charge is +1.

Atomic partial charges in e from the Mulliken method, atoms 1 to 8:
1. Sc 0.50
2. Cl -0.23
3. C 1.22
4. C -0.53
5. C 0.81
6. Cl -0.15
7. C -0.82
8. Cl -0.17



Computed, not measured: C11H12HgN2O4 as an isolated structure, with wB97M-V/def2-TZVPD.

XYZ file:
```
30
Properties=species:S:1:pos:R:3
Hg -0.075 0.191 -0.282
O -2.814 -1.704 -0.035
C -1.870 -1.069 -0.092
C 1.904 0.999 0.211
O 2.934 1.434 0.427
C -0.914 1.500 1.228
O -1.384 2.245 1.979
C 0.881 -1.431 -1.345
O 1.377 -2.254 -1.992
C -1.614 2.618 -4.215
H -1.726 1.718 -4.836
H -2.514 2.998 -3.714
C -0.431 3.263 -4.120
H -0.330 4.190 -3.539
H 0.458 2.910 -4.660
C -0.364 -1.917 5.195
C 0.232 -1.884 3.863
C 1.315 -2.551 3.352
C 1.513 -2.123 2.040
N 0.548 -1.237 1.737
N -0.205 -1.113 2.859
C 2.608 -2.561 1.125
H -0.665 -2.943 5.381
H 0.425 -1.651 5.895
H -1.211 -1.234 5.281
H 1.931 -3.256 3.840
H -1.004 -0.478 2.878
H 3.552 -2.432 1.665
H 2.493 -3.637 0.947
H 2.672 -2.047 0.155
```

The relative energy (zero: lowest compared OMol25 entry of this formula, charge and spin) comes out at 0.0 kJ/mol. As for the orbital gap: 0.204 hartree. Its charge is +2.

Atomic partial charges in e from the Mulliken method, atoms 1 to 8:
1. Hg 2.06
2. O -0.09
3. C 0.08
4. C 0.08
5. O -0.09
6. C 0.09
7. O -0.11
8. C 0.13



Computed, not measured: C11H12N2O as an isolated structure, with wB97M-V/def2-TZVPD.

XYZ file:
```
26
Properties=species:S:1:pos:R:3
C 1.919 -0.657 -0.718
C -0.571 -1.304 -0.990
C -1.520 -1.430 -2.266
C -2.944 -1.123 -2.114
C -3.261 -0.461 -0.781
C -2.301 -0.174 0.261
C -0.948 -0.318 0.006
C 0.126 0.966 2.108
C 1.781 0.796 2.358
C 2.300 1.234 0.908
C 1.304 0.567 -0.166
H 1.077 -2.489 -1.566
H -1.310 -1.661 -3.526
H -3.682 -1.146 -3.288
H -4.412 -0.300 -0.708
H -2.620 0.785 0.827
H -0.753 0.211 2.460
H -0.042 1.933 2.455
H 2.288 -0.233 2.883
H 2.025 1.751 2.787
H 2.349 2.358 0.858
H 3.500 1.187 0.793
H 1.685 1.205 -1.150
N 0.825 -1.722 -0.821
N 0.047 0.568 0.621
O 3.138 -0.542 -1.235
```

The relative energy (zero: lowest compared OMol25 entry of this formula, charge and spin) comes out at 916.5 kJ/mol. As for the orbital gap: 0.305 hartree.

Atomic partial charges in e from the Mulliken method, atoms 1 to 8:
1. C 0.11
2. C 0.00
3. C -0.33
4. C -0.42
5. C -0.30
6. C -0.48
7. C 0.72
8. C -0.51



Computed, not measured: C11H12N2PY as an isolated structure, with wB97M-V/def2-TZVPD.

XYZ file:
```
27
Properties=species:S:1:pos:R:3
C 0.208 -2.919 -1.210
C 1.117 -3.697 -0.355
C 0.528 -3.802 0.947
C -0.661 -2.970 0.961
C -0.857 -2.424 -0.393
Y 1.002 -1.388 0.364
P 0.968 0.123 -2.106
H 0.550 -2.659 -2.209
H 2.095 -4.068 -0.698
H 0.961 -4.327 1.838
H -1.652 -1.628 -0.504
H -1.353 -2.743 1.774
H -0.163 0.678 -2.752
H 1.511 -0.390 -3.318
H 1.717 1.330 -2.133
N -3.344 4.010 -0.698
C -2.477 3.415 -0.178
C -1.337 2.798 0.462
C -0.379 3.605 1.077
C 0.764 3.010 1.600
C 0.926 1.625 1.456
N 0.023 0.855 0.800
C -1.123 1.420 0.336
H -0.505 4.686 1.108
H 1.533 3.590 2.118
H 1.803 1.110 1.881
H -1.855 0.760 -0.167
```

The relative energy (zero: lowest compared OMol25 entry of this formula, charge and spin) comes out at 0.0 kJ/mol. As for the orbital gap (alpha / beta): 0.147 / 0.176 hartree.

Atomic partial charges in e from the Mulliken method, atoms 1 to 8:
1. C -0.50
2. C -0.60
3. C -0.16
4. C -0.64
5. C -0.51
6. Y 1.01
7. P -0.19
8. H 0.47



Computed, not measured: one molecule with the formula C11H12N2S, with wB97M-V/def2-TZVPD.

XYZ file:
```
26
Properties=species:S:1:pos:R:3
C 2.955 -1.270 -0.422
C -1.220 -0.260 -1.730
C 3.496 -0.374 -1.283
C -3.246 0.259 -1.104
C 1.705 -0.851 0.103
C -1.188 0.592 -0.657
C 1.340 0.362 -0.394
C 0.082 2.645 0.224
C -0.112 1.738 1.398
C -0.015 1.160 0.020
C 0.905 -1.627 1.099
N -2.466 0.902 -0.284
N -2.544 -0.467 -2.006
S 2.497 1.014 -1.490
H 3.426 -2.200 -0.156
H -0.437 -0.720 -2.296
H 4.423 -0.438 -1.818
H -4.317 0.294 -1.073
H -0.760 3.237 -0.101
H 1.043 3.115 0.082
H 0.714 1.587 2.075
H -1.089 1.713 1.856
H -0.159 -1.477 0.933
H 1.135 -2.688 1.029
H 1.138 -1.292 2.109
H -2.914 -1.048 -2.740
```

The relative energy (zero: lowest compared OMol25 entry of this formula, charge and spin) comes out at 84.2 kJ/mol. As for the orbital gap: 0.333 hartree. Its SMILES is Cc1ccsc1C1(c2c[nH]cn2)CC1.

Atomic partial charges in e from the Mulliken method, atoms 1 to 8:
1. C -0.61
2. C -0.34
3. C -0.54
4. C -0.50
5. C 0.12
6. C -0.35
7. C 0.38
8. C -0.93



Computed, not measured: a 2-piece molecular cluster, C11H12NO2 overall, with wB97M-V/def2-TZVPD.

XYZ file:
```
26
Properties=species:S:1:pos:R:3
C 2.849 -1.378 -1.223
C -0.496 -0.663 0.096
C 0.911 -1.015 0.463
C 1.594 -0.894 -0.804
C 0.726 -0.162 -1.631
C -1.388 -0.828 1.084
C -1.036 -1.183 2.356
C 0.197 -1.573 2.723
C 1.249 -1.414 1.763
N -0.568 -0.050 -1.109
H -2.427 -0.833 0.732
H -1.880 -1.189 3.041
H -1.636 0.785 -1.753
H 0.269 -1.914 3.815
H 0.942 0.245 -2.568
H 2.176 -1.729 2.202
H 2.987 -2.343 -1.766
H 3.553 -1.121 -0.536
H 3.198 -0.740 -2.184
C -1.014 2.640 -0.427
C -2.425 2.529 -1.018
O -3.389 3.094 -0.592
O -2.420 1.552 -1.904
H -0.379 1.867 -0.252
H -1.155 3.124 0.561
H -0.436 3.193 -1.069
```

The relative energy (zero: lowest compared OMol25 entry of this formula, charge and spin) comes out at 270.8 kJ/mol. As for the orbital gap: 0.263 hartree. Its charge is -1.

Atomic partial charges in e from the Mulliken method, atoms 1 to 8:
1. C -1.22
2. C -0.61
3. C 0.93
4. C 0.64
5. C -0.90
6. C -0.40
7. C -0.54
8. C -0.34



Computed, not measured: a 2-piece molecular cluster, C11H12NO2 overall, with wB97M-V/def2-TZVPD.

XYZ file:
```
26
Properties=species:S:1:pos:R:3
C 1.328 1.254 -1.418
C -0.411 -0.684 -1.218
C 0.916 -0.158 -1.170
C -0.403 -1.897 -0.522
C 1.672 -1.083 -0.519
C -1.591 -0.271 -1.850
C -2.766 -0.936 -1.570
C -2.756 -2.085 -0.743
C -1.587 -2.599 -0.244
N 0.879 -2.151 -0.125
H -1.562 0.570 -2.538
H -3.692 -0.470 -1.878
H -3.700 -2.611 -0.674
H 1.628 1.685 -0.458
H 0.491 1.899 -1.678
H 2.748 -1.140 -0.434
H 1.040 -2.750 0.665
H -1.587 -3.411 0.471
H 2.235 1.457 -1.998
C 1.440 2.458 3.003
C 0.455 1.814 1.992
O 0.058 2.577 1.075
O 0.160 0.611 2.168
H 1.087 2.342 4.024
H 1.474 3.526 2.766
H 2.444 2.052 2.872
```

The relative energy (zero: lowest compared OMol25 entry of this formula, charge and spin) comes out at 126.4 kJ/mol. As for the orbital gap: 0.278 hartree. Its charge is -1.

Atomic partial charges in e from the Mulliken method, atoms 1 to 8:
1. C -1.32
2. C 1.08
3. C 0.72
4. C -0.39
5. C -0.59
6. C -0.39
7. C -0.57
8. C -0.45